ORCA calculation (ωB97M-V/def2-TZVPD) on the molecule C7H6O2 in a non-equilibrium geometry.

```
15
Properties=species:S:1:pos:R:3:forces:R:3
O -2.053 0.699 0.895 -2.0347 2.5529 -0.2474
O -1.619 2.697 -0.202 -1.6110 3.1805 -0.7397
C -1.377 -0.431 1.219 2.1719 -1.1538 1.1710
C -1.334 1.594 -0.065 1.0099 -3.9926 1.9649
C -0.111 -0.211 0.502 1.3252 0.2297 -2.3548
C 1.759 -0.253 -1.068 2.3746 -3.9932 1.0920
C 1.028 0.771 -1.333 -5.6832 5.2736 -2.8246
C -0.190 0.791 -0.434 1.6081 -1.6024 1.9129
C 1.142 -0.950 0.274 1.0479 -3.5122 -0.3643
H -1.705 -1.312 0.741 -1.2890 -1.1581 -1.1737
H 1.017 -2.110 -0.067 -0.2703 2.5714 0.6824
H 2.453 -0.827 -1.806 -0.9217 1.4207 1.8724
H 1.630 -1.163 1.327 0.0769 0.9855 -2.2942
H -1.360 -0.885 2.284 0.0589 1.9693 -0.9794
H 0.722 1.588 -2.266 2.1365 -2.7714 2.2824
```
Positions in Å, forces in eV/Å.

**LUMO**: 0.01054 Eh
**Multiplicity**: 1
**Relative energy (zero: lowest compared OMol25 entry of this formula, charge and spin)**: 2.8706 eV
**Largest force on an atom**: 8.25 eV Å⁻¹

ORCA calculation (ωB97M-V/def2-TZVPD) on the molecule C7H6O3 in a non-equilibrium geometry.

```
16
Properties=species:S:1:pos:R:3:forces:R:3
O 1.291 2.350 -1.671 0.0190 0.1597 0.5406
O 0.148 0.417 -1.117 0.8087 1.9181 -0.6596
O -0.984 -1.148 -2.058 -0.5474 -1.0200 0.0965
C 1.036 1.527 -0.847 -1.5470 -2.2668 -1.0254
C 1.016 0.168 1.253 -0.1904 0.8878 0.9876
C -0.619 0.228 -2.270 0.4319 0.7816 0.2336
C -1.116 -1.193 0.437 0.1908 1.5544 0.9525
C 1.467 1.201 0.490 3.1316 1.4099 1.7823
C -1.105 -1.698 -0.896 -0.2957 -0.6060 -0.3470
C -0.182 -0.636 1.282 -0.2723 -0.7275 -0.4147
H 0.021 0.187 -3.244 -1.4672 0.5500 1.6565
H -0.371 -0.892 2.319 -0.2733 0.0299 0.0386
H 1.395 0.092 2.298 0.5696 0.3999 -1.0992
H -1.965 -1.465 1.090 0.0773 -0.6398 -1.1408
H 2.376 1.861 0.902 -2.2540 -1.5910 -0.9765
H -1.574 0.877 -2.226 1.6185 -0.8402 -0.6250
```
Positions in Å, forces in eV/Å.

**LUMO (alpha / beta)**: -0.03293 / -0.03296 Eh
**Multiplicity**: 1
**Relative energy (zero: lowest compared OMol25 entry of this formula, charge and spin)**: 5.7383 eV
**Largest force on an atom**: 3.87 eV Å⁻¹

ORCA calculation (ωB97M-V/def2-TZVPD) on the molecule C7H6OS in a non-equilibrium geometry.

```
15
Properties=species:S:1:pos:R:3:forces:R:3
S -2.548 0.221 0.413 0.8202 -0.7659 -0.0178
O -3.158 0.671 -0.868 -0.0378 -0.0950 0.3083
C 2.001 1.444 -0.131 -0.1306 -1.2831 -1.6600
C -0.818 0.720 0.344 -0.1173 1.1820 -0.1371
C -0.574 -1.512 0.263 -0.4709 -5.3632 -1.1466
C 1.706 2.586 0.384 0.1063 -0.2133 0.0234
C 0.019 -0.286 0.121 3.3134 4.1780 -0.7778
C -1.908 -1.500 0.282 -0.9830 -1.2289 1.2550
C 1.527 -0.061 -0.265 -1.1600 2.4533 0.8367
H 2.824 1.641 -0.889 -0.5628 0.3426 0.9652
H 2.117 -0.476 0.510 0.7908 -1.3137 0.3774
H 1.842 -0.336 -1.282 -0.5049 -0.5361 0.5390
H -2.512 -2.406 0.583 0.4572 1.3127 -0.8180
H -0.562 1.782 0.385 -0.2895 -0.3627 -0.3292
H 0.045 -2.489 0.152 -1.2310 1.6934 0.5815
```
Positions in Å, forces in eV/Å.

**LUMO**: -0.02665 Eh
**Multiplicity**: 1
**Relative energy (zero: lowest compared OMol25 entry of this formula, charge and spin)**: 6.0219 eV
**Largest force on an atom**: 5.50 eV Å⁻¹

ORCA calculation (ωB97M-V/def2-TZVPD) on the molecule C7H6S in a non-equilibrium geometry.

```
14
Properties=species:S:1:pos:R:3:forces:R:3
S -1.560 2.874 -2.994 0.1275 -0.8950 0.0879
C -0.509 0.519 0.126 -3.3997 2.5566 -2.0695
C 0.373 0.281 -2.017 0.2700 0.2218 -1.9258
C -1.339 2.048 -1.613 0.3812 1.7739 -0.3577
C 1.006 -0.228 -2.905 -0.9951 0.8213 1.5436
C 0.184 -0.631 0.489 0.8175 0.2750 3.0949
C 0.611 -0.779 1.749 -0.6399 -0.9175 1.8287
C -0.510 1.000 -1.163 1.6190 -2.7856 0.7018
H -1.347 0.925 0.719 0.9253 0.0056 0.4490
H 0.274 -0.207 2.705 0.7299 -0.4818 -2.2446
H 0.385 -1.331 -0.254 0.7846 -1.0862 -1.1254
H 1.529 -0.622 -3.698 0.8919 -0.7195 -1.0976
H -1.640 2.522 -0.727 -1.4141 0.8322 1.1516
H 1.182 -1.684 1.991 -0.0980 0.3990 -0.0369
```
Positions in Å, forces in eV/Å.

**LUMO**: -0.04607 Eh
**Multiplicity**: 1
**Relative energy (zero: lowest compared OMol25 entry of this formula, charge and spin)**: 3.8745 eV
**Largest force on an atom**: 4.73 eV Å⁻¹

ORCA calculation (ωB97M-V/def2-TZVPD) on a structure of composition C7H7BeO6S in a non-equilibrium geometry.

```
22
Properties=species:S:1:pos:R:3:forces:R:3
S -0.301 -1.237 1.208 2.0751 0.8445 1.0979
O 0.193 2.691 -0.997 -0.2917 -0.6770 -0.0133
O -2.272 0.924 -0.646 1.9887 -1.1429 -0.0022
O -1.436 -1.394 -2.390 2.7333 1.4266 1.7957
O 1.131 -0.616 0.767 -1.3393 -0.7572 0.0550
O 3.215 1.505 -1.864 -3.2853 -1.9241 1.8351
O 0.189 3.398 -4.422 -1.5617 -1.8058 -0.4747
C -0.545 2.546 -4.634 1.5716 1.7935 0.5021
C -0.751 -0.690 -1.708 -2.0669 -0.9923 -0.7749
C 0.073 1.505 -0.943 0.0556 -0.0954 0.3092
C 2.394 0.869 -1.364 4.4358 1.5455 -2.1232
C -1.138 0.616 -1.022 -2.2285 1.5225 -1.4853
C -0.952 0.072 2.264 -0.2674 -0.2523 -0.1571
C 0.345 -2.345 2.452 -0.2728 -0.4817 -0.0237
Be 1.128 -0.064 -0.669 0.7366 2.1036 1.6964
H -1.539 -0.440 3.028 -0.0357 0.1554 0.0233
H -1.605 0.710 1.667 0.0907 -0.0489 0.0701
H 0.609 -0.974 -1.470 -2.1625 -1.2347 -2.1823
H -0.126 0.634 2.704 0.0025 -0.2171 -0.0780
H 0.723 -3.231 1.930 -0.0541 0.2082 0.1180
H -0.483 -2.632 3.104 0.1098 -0.0407 -0.0229
H 1.147 -1.849 3.005 -0.2342 0.0706 -0.1651
```
Positions in Å, forces in eV/Å.

**LUMO (alpha / beta)**: -0.23065 / -0.22033 Eh
**Multiplicity**: 1
**Relative energy (zero: lowest compared OMol25 entry of this formula, charge and spin)**: 0.2677 eV
**Net charge**: +1
**Largest force on an atom**: 5.15 eV Å⁻¹

ORCA calculation (ωB97M-V/def2-TZVPD) on a structure of composition C7H7Br2NS in a non-equilibrium geometry.

```
18
Properties=species:S:1:pos:R:3:forces:R:3
Br 4.075 -1.920 -0.154 -0.2941 0.3240 0.0436
Br 5.151 1.077 0.719 -0.0383 0.2956 -0.2936
S 2.620 1.084 -0.785 0.7475 1.3696 -1.0071
N 3.475 0.389 0.345 0.6292 -1.1722 1.0365
C -3.000 -0.509 0.311 0.8198 -2.0092 0.9642
C -1.229 0.547 -1.113 -3.8343 -1.6402 0.7927
C 0.033 0.920 -1.320 2.2119 0.8289 0.8165
C 1.028 0.658 -0.326 -0.9722 -0.6872 -0.6996
C -0.500 -0.557 0.965 -1.0295 1.5371 -2.1932
C 0.803 -0.142 0.821 -0.3929 1.5869 -1.8951
C -1.567 -0.131 0.053 1.5022 -0.6752 1.6913
H -0.635 -1.277 1.690 -1.0507 -1.2009 1.7512
H -3.478 -0.055 1.191 0.3313 0.4452 -0.4069
H -3.617 -0.339 -0.598 0.2603 -0.6328 0.7654
H -2.125 0.580 -1.808 1.6592 0.7817 0.4075
H 0.159 1.560 -2.162 1.0063 0.1287 -0.6739
H -2.851 -1.594 0.700 -1.1361 1.2755 -1.2140
H 1.659 -0.290 1.469 -0.4196 -0.5558 0.1146
```
Positions in Å, forces in eV/Å.

**LUMO (alpha / beta)**: -0.06592 / -0.06596 Eh
**Multiplicity**: 1
**Relative energy (zero: lowest compared OMol25 entry of this formula, charge and spin)**: 0.9567 eV
**Largest force on an atom**: 4.24 eV Å⁻¹

ORCA calculation (ωB97M-V/def2-TZVPD) on the molecule C7H7BrO2 in a non-equilibrium geometry.

```
17
Properties=species:S:1:pos:R:3:forces:R:3
Br -3.266 -1.258 -0.380 -0.8117 -0.4457 -0.5427
O -1.849 1.532 2.996 -0.6232 -0.6839 1.1700
O 0.738 -0.357 -0.587 -1.2289 0.5559 1.1873
C -1.580 -0.812 -0.465 0.0293 1.9878 3.0825
C -0.339 0.843 1.255 -1.4417 -1.0768 -0.6860
C -0.435 -0.765 -1.102 2.2766 -1.7227 -3.1577
C -0.218 -1.509 -2.448 -1.8471 -0.6263 0.9890
C 0.721 0.365 0.656 0.7758 0.7194 1.8201
C -1.286 1.648 1.936 1.5843 -0.6641 -0.9400
C 2.124 0.646 1.217 0.5740 1.3374 -3.5179
H 0.164 -0.957 -3.300 0.1716 0.1675 0.1772
H -1.472 2.501 1.322 -0.3002 1.3186 -0.7533
H -1.221 -1.967 -2.687 0.8965 0.7815 -0.1420
H 0.360 -2.394 -2.213 0.6701 0.0329 -0.1803
H 2.335 0.933 2.218 -0.8963 -0.6940 1.2469
H 2.836 -0.097 0.842 0.0228 0.1787 0.2469
H 2.389 1.646 0.740 0.1480 -1.1661 0.0001
```
Positions in Å, forces in eV/Å.

**LUMO (alpha / beta)**: 0.01938 / -0.11560 Eh
**Multiplicity**: 3
**Relative energy (zero: lowest compared OMol25 entry of this formula, charge and spin)**: 4.5024 eV
**Largest force on an atom**: 4.26 eV Å⁻¹